Record 1
18
Properties=species:S:1:pos:R:3:forces:R:3:lowdin_charge:R:1 method="wB97M-V/def2-TZVPD" lumo_energy_ev=1.14 mol_weight_g_mol=84.2 homo_ev=-9.5 smiles=C[C@H]1CC1(C)C energy_ev=-6415.7738 e_above_lowest_kcal_mol=26.9
C -1.3668 -1.4446 0.8701 0.17 -0.06 -0.08 -0.074
C -0.9992 -0.2559 -0.0080 0.09 -0.12 -0.18 -0.273
C -0.5354 0.9677 0.7433 0.03 0.14 0.15 -0.078
C 0.3847 0.3269 -0.2473 0.10 -0.02 -0.06 -0.516
C 1.6155 -0.4472 0.1373 0.07 -0.03 0.09 -0.040
C 0.5358 1.1968 -1.4928 0.02 -0.06 -0.01 -0.053
H -0.5830 -1.6630 1.6044 -0.08 0.00 -0.14 0.065
H -2.2764 -1.2312 1.4544 0.24 0.06 -0.28 0.080
H -1.5631 -2.3559 0.2975 0.14 0.09 0.00 0.071
H -1.5177 -0.2048 -0.9551 -0.82 0.40 0.32 0.124
H -0.3174 0.7642 1.7900 -0.17 0.07 -0.09 0.110
H -0.9010 1.9749 0.5527 0.01 -0.22 -0.06 0.104
H 1.9958 -0.9792 -0.7446 -0.01 0.07 0.19 0.083
H 1.3826 -1.1967 0.8995 0.15 0.14 -0.03 0.069
H 2.4090 0.2054 0.5128 0.00 -0.07 -0.02 0.082
H -0.4300 1.5986 -1.8285 0.16 -0.16 0.12 0.082
H 1.0017 0.6823 -2.3412 -0.08 -0.07 0.16 0.078
H 1.1648 2.0618 -1.2444 -0.03 -0.15 -0.08 0.085



Record 2
17
Properties=species:S:1:pos:R:3:forces:R:3:lowdin_charge:R:1 method="wB97M-V/def2-TZVPD" lumo_energy_ev="-0.53 / -1.02" mol_weight_g_mol=157.2 homo_ev="-7.6 / -9.1" energy_ev=-22746.5175 e_above_lowest_kcal_mol=216.4
C 2.5805 1.8940 -0.0782 -2.22 -2.36 0.68 0.146
C -2.8658 -1.9258 -0.2008 3.11 4.77 0.64 0.114
C 0.3549 0.8053 -0.0260 0.68 -2.78 0.83 -0.016
C -0.4139 -0.3690 0.0063 -2.00 3.32 0.14 -0.173
C 1.7666 0.8023 0.0409 -1.13 1.49 -0.39 -0.214
C -1.7719 -0.2989 0.0719 -3.86 -4.53 -0.78 -0.541
N 2.4282 -0.5042 0.0632 0.47 1.67 -0.48 -0.378
O 3.4238 -0.5061 -0.6063 1.38 -1.16 -0.79 0.087
O 2.0298 -1.3904 0.7553 -0.48 -1.06 0.75 0.108
S -2.9317 0.9782 0.2443 0.42 0.58 -0.07 0.761
H 3.5560 1.6603 -0.2792 2.45 0.32 -0.19 0.045
H 2.1359 2.8055 0.1424 -0.30 1.75 -0.15 0.062
H -3.6329 -1.6931 -0.9275 0.03 -0.44 0.18 0.001
H -2.3830 -2.8083 0.1443 -0.07 -0.65 -0.10 -0.007
H -0.2600 1.6355 -0.0839 -0.26 2.17 -0.10 0.077
H -0.0638 -1.3069 0.0577 1.58 -3.05 -0.10 0.058
H -3.9529 0.2216 0.6756 0.20 -0.01 -0.07 -0.129



Record 3
39
Properties=species:S:1:pos:R:3:forces:R:3:lowdin_charge:R:1 method="wB97M-V/def2-TZVPD" charge=-1 lumo_energy_ev=2.48 mol_weight_g_mol=273.2 homo_ev=-5.3 energy_ev=-36843.9673 e_above_lowest_kcal_mol=0.0
C -2.9422 -0.2437 -1.4086 -0.07 0.04 -0.04 -0.068
C -1.4473 0.0032 -1.2340 0.17 -0.02 -0.12 -0.285
O -1.2554 0.9993 -0.2556 -0.16 -0.09 0.24 -0.156
C -0.0012 0.9435 0.4069 0.04 -0.02 0.04 -0.191
C 1.1512 1.6220 -0.3384 0.02 -0.16 0.07 -0.330
O 1.3899 2.9064 0.1375 -0.06 0.07 -0.14 -0.327
Al 1.6244 4.1817 -1.0726 -0.04 -0.28 -0.02 0.182
P 2.5659 6.1188 0.0047 0.09 0.25 -0.16 0.371
O 2.8406 7.2313 -0.9640 0.00 -0.07 0.23 -0.437
O 1.6529 6.7352 1.2338 -0.18 0.22 -0.15 -0.251
O 3.9323 5.7596 0.8370 0.07 0.11 -0.14 -0.244
H -3.4884 0.5849 -0.9553 0.03 -0.01 -0.04 0.076
H -3.2240 -0.2930 -2.4617 0.02 -0.05 0.02 0.065
H -3.2625 -1.1701 -0.9291 0.01 0.04 0.04 0.060
H -0.9329 -0.9171 -0.9172 -0.07 0.02 -0.06 0.097
H -0.9948 0.3083 -2.1873 0.00 0.02 0.07 0.114
H 0.2395 -0.1130 0.6152 -0.01 0.05 -0.03 0.101
H -0.1397 1.4610 1.3585 0.07 0.00 -0.05 0.125
H 2.0545 0.9986 -0.2235 -0.03 0.02 0.00 0.111
H 0.9011 1.6032 -1.4155 0.04 -0.02 0.05 0.093
H 2.7305 3.7258 -2.1570 0.01 0.03 0.01 -0.093
H 0.2227 4.6135 -1.7341 0.02 0.12 0.02 -0.099
H 1.2651 7.5547 0.8874 0.11 -0.22 0.12 0.047
H 4.5348 6.5074 0.6963 -0.09 -0.13 0.07 0.050
C 0.7504 -5.1190 0.0018 -0.05 -0.03 0.06 -0.079
C -0.1635 -3.9682 -0.3827 0.02 0.09 -0.11 -0.289
O -1.5245 -4.1622 -0.0400 0.01 -0.07 0.00 -0.165
C -1.8032 -4.2419 1.3471 -0.03 0.04 0.01 -0.282
C -1.4374 -2.9881 2.1239 -0.01 0.02 -0.03 -0.074
H 0.3942 -6.0533 -0.4349 0.00 0.00 0.00 0.078
H 1.7576 -4.9231 -0.3686 0.00 0.00 -0.01 0.076
H 0.8172 -5.2492 1.0829 0.01 0.02 0.00 0.065
H -0.1671 -3.8508 -1.4668 0.00 0.02 0.01 0.120
H 0.2085 -3.0269 0.0363 0.01 -0.02 0.01 0.096
H -1.3192 -5.1207 1.7910 0.02 0.01 -0.02 0.105
H -2.8798 -4.4086 1.3989 0.01 -0.01 0.02 0.116
H -0.3616 -2.8108 2.1411 0.00 -0.01 0.02 0.068
H -1.7697 -3.0878 3.1585 -0.01 0.01 0.00 0.076
H -1.9189 -2.1112 1.6883 0.01 0.00 0.00 0.079



Record 4
83
Properties=species:S:1:pos:R:3:forces:R:3:lowdin_charge:R:1 method="wB97M-V/def2-TZVPD" charge=+1 lumo_energy_ev="-3.85 / -3.12" multiplicity=4 mol_weight_g_mol=644.9 homo_ev="-11.3 / -11.5" energy_ev=-103758.0250 e_above_lowest_kcal_mol=7.5
Cr -0.3035 -1.7485 -0.2065 0.92 0.03 0.66 0.675
C 2.1825 -1.5435 -2.1047 0.15 0.57 -0.68 -0.042
O 1.7533 -2.0117 -0.8372 -0.88 -0.19 0.31 -0.293
C 2.1237 -3.3555 -0.5707 0.07 -0.68 0.51 -0.151
C 1.8117 -3.6013 0.8996 0.79 0.03 -0.39 -0.150
O 0.4319 -3.3299 1.0834 -0.21 0.37 -0.55 -0.315
C 0.0528 -3.3056 2.4523 -0.28 0.10 0.67 -0.072
H 3.2726 -1.6135 -2.1781 -0.13 0.00 0.07 0.116
H 1.8632 -0.5041 -2.1430 0.13 -0.14 -0.07 0.057
H 1.7224 -2.1074 -2.9237 0.01 -0.04 0.13 0.118
H 3.1965 -3.4946 -0.7625 -0.23 0.04 0.05 0.151
H 1.5479 -4.0470 -1.2089 0.17 0.16 0.07 0.150
H 2.4103 -2.9178 1.5188 -0.14 -0.10 -0.06 0.147
H 2.0341 -4.6404 1.1782 -0.09 0.20 -0.05 0.151
H 0.3364 -4.2401 2.9451 0.00 0.07 -0.15 0.112
H -1.0300 -3.1912 2.4764 0.08 -0.05 0.06 0.092
H 0.5106 -2.4491 2.9600 0.00 -0.16 -0.08 0.080
C -1.4457 4.8089 1.1284 0.05 -0.36 0.06 -0.009
C -1.2184 3.3549 1.5404 -0.31 0.20 0.27 -0.623
C -2.5418 2.5984 1.6482 0.23 0.19 -0.18 -0.024
C -0.4524 3.2830 2.8551 0.01 0.05 -0.34 -0.026
O -0.4770 2.7520 0.4816 -0.15 0.20 -0.30 -0.134
Si 0.7414 1.7257 0.3555 -0.24 -0.75 0.36 -0.062
S 0.2238 -0.1449 1.3200 -0.25 -0.33 -0.03 0.558
O 0.9710 1.3420 -1.2009 0.29 0.02 -0.21 -0.163
C 0.9395 2.2692 -2.3094 0.04 0.21 -0.58 -0.602
C -0.5078 2.6480 -2.6020 0.21 -0.12 0.13 -0.012
C 1.7590 3.5062 -1.9605 -0.07 -0.31 0.00 -0.011
C 1.5456 1.5523 -3.5178 -0.14 0.15 0.31 -0.024
O 1.9955 2.3586 1.1406 -0.06 0.18 -0.03 -0.124
C 3.2818 1.9256 1.5713 0.47 -0.11 0.21 -0.632
C 4.0613 1.3586 0.3874 -0.22 0.22 0.19 -0.012
C 3.1158 0.8587 2.6522 0.01 0.16 -0.25 -0.048
C 3.9702 3.1680 2.1384 -0.21 -0.28 -0.17 -0.013
H -1.9641 5.3441 1.9174 -0.11 0.11 0.10 0.089
H -2.0423 4.8534 0.2204 -0.04 0.03 -0.10 0.090
H -0.4868 5.2913 0.9495 0.06 0.06 -0.01 0.092
H -3.2055 3.1070 2.3400 -0.14 0.01 0.15 0.094
H -2.3444 1.5894 2.0087 0.04 -0.09 0.13 0.047
H -3.0148 2.5333 0.6712 -0.03 0.08 0.05 0.043
H -1.0112 3.7865 3.6378 -0.07 0.01 0.14 0.096
H 0.5129 3.7635 2.7384 0.16 0.11 0.09 0.084
H -0.2870 2.2449 3.1352 0.00 -0.13 0.14 0.068
H -0.9546 3.0738 -1.7109 -0.15 0.10 -0.02 0.072
H -1.0732 1.7633 -2.8827 -0.06 -0.08 -0.07 0.068
H -0.5514 3.3700 -3.4124 -0.01 0.08 -0.12 0.099
H 1.3247 3.9920 -1.0931 -0.04 0.26 0.12 0.080
H 1.7759 4.2033 -2.7929 -0.04 0.10 -0.08 0.099
H 2.7800 3.2227 -1.7210 0.14 0.01 0.00 0.078
H 0.9646 0.6644 -3.7618 -0.06 -0.07 -0.04 0.083
H 2.5792 1.2685 -3.3258 0.10 -0.01 0.01 0.088
H 1.5266 2.2147 -4.3792 0.01 0.06 -0.09 0.095
H 3.5210 0.5144 -0.0361 -0.02 -0.18 -0.08 0.073
H 5.0447 1.0343 0.7138 0.14 -0.08 -0.01 0.094
H 4.1763 2.1159 -0.3831 0.07 0.07 -0.10 0.080
H 2.6705 -0.0347 2.2205 0.09 -0.08 0.07 0.018
H 2.4494 1.2256 3.4276 -0.05 0.04 0.18 0.090
H 4.0768 0.6089 3.0905 0.16 -0.01 0.09 0.092
H 3.9921 3.9538 1.3880 0.04 0.08 -0.09 0.090
H 4.9871 2.9354 2.4399 0.14 -0.02 0.05 0.090
H 3.4207 3.5328 3.0022 -0.05 0.05 0.10 0.087
C -2.6649 -6.4938 -0.3330 -0.10 0.01 -0.12 -0.076
C -3.0901 -5.3904 -1.3087 0.04 -0.32 0.03 -0.218
C -3.0551 -4.0829 -0.6202 -0.14 0.35 0.15 -0.556
N -1.9945 -3.3765 -0.4816 0.34 -0.95 -0.78 0.005
N -2.1360 -2.2823 0.2721 -0.77 0.38 0.97 -0.147
C -3.3495 -2.1050 0.7403 -0.21 -0.12 0.21 -0.624
N -3.6821 -1.1078 1.5667 0.01 0.07 -0.19 0.170
S -4.4239 -3.3907 0.2390 0.65 0.35 -0.05 1.175
H -2.5852 -7.4382 -0.8623 -0.01 -0.12 0.01 0.082
H -3.4022 -6.6012 0.4581 -0.02 -0.08 0.14 0.079
H -1.6997 -6.2620 0.1138 0.04 0.00 0.01 0.074
H -4.0936 -5.5869 -1.6836 0.03 0.00 -0.14 0.118
H -2.3949 -5.3571 -2.1479 -0.11 0.11 -0.05 0.125
H -3.0074 -0.3591 1.6755 -0.07 0.02 0.01 0.086
H -4.6528 -0.8938 1.7293 0.08 0.04 0.03 0.123
O -1.0809 -0.5582 -1.4280 -0.42 0.96 -0.47 -0.292
N -1.9896 -1.1167 -2.1889 -0.88 -0.50 -0.71 0.020
C -3.1174 -0.4932 -2.4167 1.65 -0.34 0.55 -0.288
C -3.4889 0.7537 -1.8578 0.17 0.76 0.52 -0.144
N -3.7772 1.7375 -1.3409 -0.12 0.00 -0.12 0.226
C -4.1120 -1.2056 -3.1244 -0.36 -0.62 -0.46 -0.175
N -4.9442 -1.8259 -3.6136 -0.10 -0.03 -0.10 0.192



Record 5
8
Properties=species:S:1:pos:R:3:forces:R:3:lowdin_charge:R:1 method="wB97M-V/def2-TZVPD" lumo_energy_ev="-2.54 / -2.13" mol_weight_g_mol=296.7 homo_ev="-9.4 / -9.9" energy_ev=-216309.9639 e_above_lowest_kcal_mol=46.4
C 0.0010 0.7700 -1.0530 -0.11 0.73 0.02 -0.670
C 0.7560 1.9631 -1.6709 -0.64 -0.73 0.42 -1.053
O -0.9283 0.1902 -1.5340 -0.08 0.20 -0.97 0.095
O 0.4593 0.4375 0.1687 -0.86 -3.18 0.60 -0.020
Br 1.1723 4.4002 1.1282 -0.03 0.11 0.13 -0.067
Br 2.1363 2.5808 -0.6703 0.03 0.21 -0.45 0.745
Br 0.1154 2.9821 -3.1363 0.28 -0.93 1.05 0.745
H 0.0115 -0.5243 0.3875 1.41 3.58 -0.81 0.225



Record 6
13
Properties=species:S:1:pos:R:3:forces:R:3:lowdin_charge:R:1 method="wB97M-V/def2-TZVPD" lumo_energy_ev=0.92 mol_weight_g_mol=111.1 homo_ev=-9.2 smiles="[H]/N=C1/NN=C[C@@H]2O[C@@H]12" energy_ev=-10741.9973 e_above_lowest_kcal_mol=129.5
H -2.7971 1.0042 0.0267 0.58 -1.22 -0.43 0.077
N -2.4190 0.0492 -0.2047 -0.19 1.18 0.92 0.131
C -1.1872 -0.0160 0.0900 0.46 0.75 -1.07 -0.387
N -0.4567 -1.1913 -0.0720 1.02 -1.19 0.15 0.030
N 0.9233 -1.4293 0.1275 -0.74 -0.47 -0.26 0.055
C 1.7367 -0.4616 -0.0323 0.44 0.53 -0.05 -0.097
C 0.9947 0.7552 -0.5184 0.20 -1.77 -0.32 -0.214
O 0.5728 1.9650 0.0144 0.60 2.46 -0.16 0.093
C -0.0434 0.8531 0.5049 -2.09 0.17 0.61 -0.255
H -0.9232 -2.0603 -0.0433 -0.71 -0.75 0.07 0.122
H 2.7948 -0.6835 0.1091 -0.23 0.23 -0.16 0.115
H 0.6140 0.5674 -1.5359 0.20 0.28 0.35 0.171
H 0.1903 0.6481 1.5340 0.47 -0.18 0.37 0.159



Record 7
18
Properties=species:S:1:pos:R:3:forces:R:3:lowdin_charge:R:1 method="wB97M-V/def2-TZVPD" lumo_energy_ev="-0.48 / 0.72" mol_weight_g_mol=110.2 homo_ev="-7.3 / -8.6" energy_ev=-9461.2341 e_above_lowest_kcal_mol=169.0
C -0.4418 -1.7178 0.2303 0.12 0.33 -0.11 -0.073
C -2.1601 -0.1066 -1.0412 0.09 0.26 -0.30 -0.038
C -0.8968 -0.3324 -0.2638 1.32 0.69 -0.16 -0.365
C -0.7342 -0.5918 1.1153 -0.76 -0.79 0.27 -0.008
H -1.1630 -2.5349 0.2157 -0.04 0.04 -0.12 0.102
H 0.5746 -2.0385 0.0164 0.07 0.08 0.07 0.101
H -1.0734 -0.4011 2.1165 -0.04 0.17 -0.10 0.111
H -2.4971 0.9281 -0.9651 0.03 0.01 0.02 0.081
H -2.0003 -0.3302 -2.0984 0.03 0.05 0.00 0.080
H -2.9714 -0.7498 -0.6954 0.15 -0.05 0.13 0.082
C 2.2098 1.0259 1.2396 -0.36 0.12 -0.45 -0.067
O 0.8454 0.8731 0.8120 0.31 0.03 -1.14 -0.197
C 0.4741 0.6574 -0.5722 -1.00 -1.15 3.03 -0.270
C 1.1354 1.0516 -1.5776 0.01 0.17 -0.95 0.175
H 2.5253 2.0664 1.1861 -0.01 0.07 -0.01 0.081
H 2.2071 0.6974 2.2800 0.07 0.03 -0.09 0.088
H 2.9018 0.4240 0.6484 -0.14 -0.09 -0.04 0.087
H 1.0646 1.0791 -2.6467 0.14 0.03 -0.05 0.030



Record 8
59
Properties=species:S:1:pos:R:3:forces:R:3:lowdin_charge:R:1 method="wB97M-V/def2-TZVPD" charge=+1 lumo_energy_ev=-4.85 mol_weight_g_mol=723.0 homo_ev=-12.4 energy_ev=-139485.7102
N 1.5496 2.5044 -1.7172 -1.41 0.57 0.14 0.179
B 0.3738 1.8973 -2.3311 0.90 -0.02 0.29 -0.556
O 0.4551 1.3999 -3.5901 -0.74 0.69 -0.12 0.179
C -1.0110 1.8509 -1.5273 0.09 -0.35 0.12 0.030
C -1.3881 2.9704 -0.8216 -0.17 -0.85 -0.30 -0.013
C -2.6102 2.9465 -0.1227 0.54 0.85 0.03 -0.411
P -3.3004 4.4243 0.8080 -0.96 0.18 0.14 0.588
O -2.9018 3.9848 2.3242 0.16 -0.23 -0.57 -0.337
Br -1.8492 6.0103 0.1954 0.11 -0.21 0.14 0.360
N -3.3777 1.8924 -0.0822 -0.02 -0.11 -0.03 0.150
N -2.9890 0.8192 -0.7636 0.07 -0.66 -0.06 -0.019
C -3.9318 -0.3143 -0.6417 -0.68 0.13 0.46 -0.090
C -5.1404 -0.1589 -1.5711 -0.32 0.05 -0.07 -0.152
C -6.3856 0.4067 -0.8696 0.33 0.37 0.17 -0.156
C -6.5743 1.9221 -1.0700 -0.19 -0.12 0.12 -0.267
O -6.9079 2.5936 0.1245 -0.26 0.11 0.04 -0.063
C -1.8844 0.7303 -1.4990 0.69 1.05 -0.31 -0.125
C -1.5487 -0.4899 -2.2732 -0.77 -0.99 0.29 -0.083
C -0.7824 -1.5860 -1.4514 -0.44 0.12 0.09 -0.265
C -0.4891 -1.2072 -0.0080 0.53 -0.51 -0.34 -0.643
I 0.2151 -2.9395 1.0365 -0.25 0.15 0.00 0.969
H 1.6630 3.4565 -2.0652 0.70 -0.19 -0.25 0.099
H 1.4143 2.6302 -0.7192 0.22 -0.03 0.08 0.076
H 1.1461 1.8600 -4.0820 0.36 -0.51 -0.12 0.130
H -0.7746 3.8555 -0.7999 0.07 0.11 0.03 0.044
H -2.2725 3.2537 2.3209 0.21 0.11 0.47 0.057
H -4.2908 -0.2591 0.3799 0.09 0.00 0.20 0.130
H -3.4195 -1.2624 -0.7259 0.31 0.03 -0.29 0.119
H -4.8803 0.5079 -2.3930 0.10 -0.07 -0.21 0.117
H -5.3956 -1.1143 -2.0176 0.20 -0.22 -0.01 0.118
H -6.3172 0.2581 0.2062 0.07 -0.17 0.14 0.110
H -7.2724 -0.1380 -1.1708 -0.14 -0.02 -0.19 0.115
H -7.4082 2.0886 -1.7442 -0.05 0.17 -0.11 0.123
H -5.6896 2.3840 -1.5152 0.14 -0.08 -0.14 0.097
H -6.1562 2.5769 0.7219 0.11 -0.02 0.05 0.061
H -1.0233 -0.2542 -3.1864 0.22 0.37 0.02 0.116
H -2.4867 -0.9448 -2.5806 -0.08 0.01 -0.22 0.120
H 0.1201 -1.8605 -1.9843 0.24 0.04 0.06 0.115
H -1.4014 -2.4776 -1.4283 -0.08 -0.14 -0.13 0.087
H 0.3014 -0.4672 0.0483 0.00 0.17 0.26 0.048
H -1.3730 -0.9091 0.5377 -0.09 0.21 0.12 0.026
C 6.1103 -1.5104 3.2307 0.02 0.50 0.34 -0.034
C 6.9855 -2.7731 3.2937 -0.45 -0.18 0.02 -0.445
C 7.9895 -2.9939 2.1601 0.28 -0.10 -0.02 -0.305
F 7.3578 -3.1426 0.9770 -0.03 0.04 0.05 0.095
F 8.6829 -4.1261 2.4072 -0.05 0.04 0.03 0.105
F 6.1977 -3.8605 3.4301 0.05 0.00 -0.06 0.137
F 7.7269 -2.6636 4.4301 0.14 0.13 -0.02 0.110
O 4.7873 -1.6718 2.7431 0.12 -0.43 -0.20 0.051
C 4.5010 -1.5818 1.4117 0.21 0.29 0.28 -0.546
C 3.8975 -2.8848 0.8875 -0.13 -0.33 -0.06 -0.334
F 4.7690 -3.8995 1.0195 0.02 0.08 -0.01 0.110
F 3.6112 -2.7453 -0.4304 -0.05 0.11 0.00 0.074
F 5.5602 -1.1931 0.6845 -0.05 -0.03 -0.08 0.156
F 3.5484 -0.6196 1.2663 -0.10 0.02 -0.09 0.117
H 5.9731 -1.2128 4.2685 -0.03 -0.09 0.03 0.149
H 6.6252 -0.6813 2.7460 0.07 -0.14 -0.20 0.147
H 8.6932 -2.1594 2.0944 -0.04 0.02 0.00 0.174
H 2.9780 -3.1221 1.4294 0.21 0.09 -0.01 0.062